DFT (the ωB97M-V functional and the def2-TZVPD basis) results for a 2-piece molecular cluster, C3H9NO2 overall at a distorted geometry.

```
15
Properties=species:S:1:pos:R:3:mulliken_charge:R:1
N -0.8534 -0.7411 1.9740 -0.42
C -1.8906 -1.2577 1.2158 0.13
O -2.8890 -1.7419 1.6770 -0.52
H -0.8867 -1.0919 2.9230 0.25
H 0.0451 -0.8869 1.5340 0.25
H -1.6974 -1.1080 0.1473 0.30
C 2.1855 1.9575 -2.3129 -1.16
C 1.1052 1.1603 -1.6273 -0.13
O 1.6473 0.2142 -0.6745 -0.51
H 2.7196 2.5693 -1.5868 0.36
H 1.7271 2.6402 -3.0255 0.33
H 2.8770 1.3861 -2.9160 0.31
H 0.4573 1.8500 -1.0790 0.23
H 0.5433 0.5264 -2.2921 0.29
H 2.3477 0.6685 -0.1904 0.28
```

Computed properties:
**HOMO**: -10.00 eV
**2S+1**: 1
**Orbital gap**: 10.77 eV
**Total energy**: -8841.87578 eV
**SMILES string**: NC=O.CCO
**Net charge**: 0
**Relative energy (zero: lowest compared OMol25 entry of this formula, charge and spin)**: 24.89 kcal per mole

DFT (the ωB97M-V functional and the def2-TZVPD basis) results for C41H54CrN2OPS4 as an isolated structure.

```
104
Properties=species:S:1:pos:R:3:lowdin_spin:R:1
Cr 0.0442 0.1829 0.5050 2.84
S 0.0984 2.3620 1.5572 0.00
C 1.8280 2.6197 1.6788 0.00
C 2.3405 3.9213 1.7800 0.00
C 3.6946 4.1606 1.8858 0.00
C 4.6089 3.1095 1.9021 0.00
C 4.1326 1.8147 1.8292 0.00
C 2.7678 1.5823 1.7095 0.00
S 2.1377 -0.0760 1.7072 -0.02
C 3.0157 -0.8398 0.3094 0.00
C 2.1351 -1.8790 -0.3254 0.00
C 2.6637 -3.0446 -0.8558 0.00
C 1.8248 -3.9028 -1.5492 0.00
C 0.4885 -3.5774 -1.6956 0.00
C 0.0141 -2.4165 -1.0995 0.00
C -1.4392 -2.0451 -1.1709 0.00
S -1.7705 -0.2726 -1.0818 0.00
C -1.1601 0.2513 -2.6675 0.00
C -1.9758 0.0350 -3.7757 0.00
C -1.5844 0.4598 -5.0297 0.00
C -0.3686 1.1274 -5.1601 0.00
C 0.4336 1.3494 -4.0614 0.00
C 0.0652 0.9134 -2.7777 0.00
S 1.1077 1.2984 -1.4241 -0.01
N 0.8259 -1.6063 -0.4196 0.00
H 1.6416 4.7474 1.7656 0.00
H 4.0476 5.1814 1.9561 0.00
H 5.6697 3.2998 1.9784 0.00
H 4.8200 0.9783 1.8654 0.00
H 3.9611 -1.2802 0.6219 0.00
H 3.1939 -0.0503 -0.4250 0.00
H 3.7178 -3.2544 -0.7419 0.00
H 2.2146 -4.8158 -1.9795 0.00
H -0.1903 -4.2082 -2.2520 0.00
H -1.9614 -2.4568 -0.3071 0.00
H -1.8922 -2.4533 -2.0746 0.00
H -2.9320 -0.4562 -3.6370 0.00
H -2.2192 0.2906 -5.8887 0.00
H -0.0487 1.4841 -6.1307 0.00
H 1.3714 1.8788 -4.1703 0.00
C -3.8678 -1.7735 1.5021 0.00
C -3.4543 -1.4547 2.9441 0.01
C -3.9502 -0.0224 3.2012 0.00
C -4.1996 -2.4052 3.8859 0.00
P -1.5647 -1.4639 3.0740 0.05
N -0.8803 -0.7968 1.8625 0.10
C -1.1056 -0.6392 4.7154 0.01
C 0.3712 -0.9471 5.0113 0.00
C -1.9317 -1.0292 5.9476 0.00
C -1.1781 0.8861 4.5624 0.00
C -1.0133 -3.2952 3.2113 0.01
C -1.7188 -4.1281 2.1314 0.00
C 0.4829 -3.3646 2.8588 0.00
C -1.2439 -4.0037 4.5497 0.00
H -4.9359 -1.5690 1.3975 0.00
H -3.7059 -2.8123 1.2232 0.00
H -3.3374 -1.1258 0.8066 0.00
H -4.9817 0.0514 2.8486 0.00
H -3.3583 0.7138 2.6564 0.00
H -3.9502 0.2338 4.2584 0.00
H -5.2728 -2.2190 3.7820 0.00
H -3.9474 -2.2591 4.9332 0.00
H -4.0337 -3.4529 3.6421 0.00
H 0.5287 -1.9547 5.3905 0.00
H 0.7146 -0.2529 5.7821 0.00
H 0.9982 -0.8029 4.1331 0.00
H -2.0022 -2.0999 6.1208 0.00
H -2.9414 -0.6230 5.9041 0.00
H -1.4516 -0.5878 6.8260 0.00
H -0.6180 1.2280 3.6964 0.00
H -0.7326 1.3304 5.4570 0.00
H -2.1906 1.2674 4.4804 0.00
H -1.5945 -3.6822 1.1457 0.00
H -2.7798 -4.2749 2.3194 0.00
H -1.2534 -5.1167 2.1052 0.00
H 0.6906 -2.7457 1.9852 0.00
H 0.7388 -4.4012 2.6239 0.00
H 1.1299 -3.0413 3.6686 0.00
H -2.2871 -3.9963 4.8594 0.00
H -0.6460 -3.5870 5.3567 0.00
H -0.9473 -5.0515 4.4394 0.00
C -1.9287 6.0067 -6.3663 0.00
C -1.8040 5.2645 -5.0654 0.00
C -0.6791 5.4047 -4.2642 0.00
C -0.5720 4.7519 -3.0452 0.00
C 0.6977 4.9318 -2.2487 0.00
C -1.6270 3.9240 -2.6109 0.00
C -1.4863 3.3398 -1.2532 0.00
O -2.1823 2.4702 -0.7676 0.00
C -2.7540 3.7376 -3.4291 0.00
C -3.9210 2.8411 -3.0975 0.00
C -2.8172 4.4205 -4.6372 0.00
H -1.0573 6.6329 -6.5502 0.00
H -2.8119 6.6473 -6.3627 0.00
H -2.0327 5.3152 -7.2036 0.00
H 0.1357 6.0385 -4.5945 0.00
H 1.4340 5.4617 -2.8522 0.00
H 1.1234 3.9756 -1.9419 0.00
H 0.5342 5.5148 -1.3399 0.00
H -0.6469 3.7194 -0.6519 0.00
H -3.8193 2.3492 -2.1398 0.00
H -4.0137 2.0804 -3.8749 0.00
H -4.8464 3.4209 -3.0998 0.00
H -3.6932 4.2828 -5.2628 0.00
```

Computed properties:
**HOMO (alpha / beta)**: -6.83 / -6.81 eV
**Expectation value of S²**: 3.79
**2S+1**: 4
**Orbital gap (alpha / beta)**: 7.02 / 6.82 eV
**Total energy**: -129475.74914 eV
**Net charge**: 0
**Relative energy (zero: lowest compared OMol25 entry of this formula, charge and spin)**: 0.00 kcal per mole

DFT (the ωB97M-V functional and the def2-TZVPD basis) results for a 2-piece molecular cluster, C16H29BrF7N3OP2 overall at a distorted geometry.

```
59
Properties=species:S:1:pos:R:3:mulliken_charge:R:1
C 1.8030 -2.7627 0.3876 -1.66
C 0.2997 -2.6686 0.1673 1.48
O -0.2997 -3.9595 0.1845 -0.65
C 0.0240 -2.0107 -1.2059 -1.47
C -0.1927 -0.5217 -1.1018 1.28
C 0.8060 0.3838 -1.5851 0.41
C 2.0746 -0.1004 -2.2556 -2.26
C 1.8151 -0.5124 -3.7256 0.37
C 1.9960 0.6504 -4.7281 -1.20
Br 2.9945 -1.9803 -4.1948 -0.13
C 0.5984 1.7796 -1.4142 0.57
N 1.4421 2.7858 -1.8178 -0.52
N -0.5397 2.1729 -0.8092 0.46
F -0.6787 3.5106 -0.6766 -0.25
C -1.5542 1.3867 -0.3442 -0.19
C -2.7272 2.1032 0.2577 -1.55
C -2.6832 2.3012 1.7825 -0.50
C -1.3267 2.6205 2.4002 -0.45
N -0.9980 4.0648 2.2872 -0.65
C -1.3865 -0.0132 -0.4890 0.29
P -2.7955 -1.0194 0.1441 0.30
C -3.0902 -2.4385 -0.9786 -1.17
C -2.3690 -1.6402 1.8159 -0.79
H 2.2459 -3.5832 -0.1791 0.37
H 1.9806 -2.9675 1.4451 0.39
H 2.2706 -1.7997 0.1895 0.24
H -0.0862 -2.0391 0.9708 -0.61
H -0.6278 -4.1457 1.0675 0.42
H -0.8087 -2.4942 -1.7120 0.46
H 0.9040 -2.2199 -1.8066 0.21
H 2.8767 0.6374 -2.2441 0.65
H 2.4651 -0.9489 -1.7026 0.39
H 0.7810 -0.8454 -3.7852 0.40
H 2.1238 1.5918 -4.1953 0.27
H 2.8345 0.4826 -5.3964 0.41
H 1.0988 0.7495 -5.3398 0.30
H 1.5234 3.5297 -1.1351 0.25
H 2.3569 2.4393 -2.0637 0.25
H -3.5981 1.4896 0.0264 0.52
H -2.8849 3.0610 -0.2366 0.56
H -3.1224 1.4455 2.2990 0.33
H -3.3255 3.1597 1.9940 0.38
H -0.5123 2.0110 2.0052 0.19
H -1.3950 2.3504 3.4562 0.42
H 0.0083 4.1404 2.1801 0.26
H -1.1613 4.4938 3.1905 0.27
H -2.5796 -3.3537 -0.6728 0.28
H -4.1639 -2.5918 -1.0459 0.45
H -2.7295 -2.1673 -1.9721 0.39
H -1.6161 -0.9921 2.2716 0.06
H -1.9279 -2.6394 1.7707 0.23
H -3.2567 -1.6720 2.4417 0.52
F 1.0652 -0.5193 2.5692 -0.25
P 2.4579 -0.1753 3.4566 0.94
F 1.3480 0.6886 4.3033 -0.36
F 2.5438 -1.8146 3.6027 -0.34
F 3.2620 -0.2675 4.8784 -0.33
F 3.2235 1.2719 3.2659 -0.35
F 3.2137 -0.4373 2.0024 -0.33
```

Computed properties:
**HOMO**: -8.90 eV
**2S+1**: 1
**Orbital gap**: 7.69 eV
**Total energy**: -131224.12776 eV
**Net charge**: 0

DFT (the ωB97M-V functional and the def2-TZVPD basis) results for one molecule with the formula C2H4N2O at a distorted geometry.

```
9
Properties=species:S:1:pos:R:3:mulliken_charge:R:1
H 1.6208 -1.5708 1.1884 0.27
N 0.9490 -0.8369 0.9724 -0.54
C 0.7711 -0.6416 -0.2540 0.13
C -0.1832 0.3395 -0.7805 0.27
N -1.0333 1.2602 0.4372 -0.56
O -0.4446 0.5538 -1.9170 -0.44
H 1.2307 -1.2145 -1.0736 0.37
H -0.9283 0.7383 1.2954 0.25
H -1.9822 1.3719 0.1317 0.24
```

Computed properties:
**HOMO**: -9.75 eV
**2S+1**: 1
**Orbital gap**: 9.38 eV
**Total energy**: -7165.03677 eV
**SMILES string**: [H]/N=C/C(N)=O
**Net charge**: 0
**Relative energy (zero: lowest compared OMol25 entry of this formula, charge and spin)**: 33.27 kcal per mole

DFT (the ωB97M-V functional and the def2-TZVPD basis) results for C23H22IN4O10STeY as an isolated structure at a distorted geometry.

```
63
Properties=species:S:1:pos:R:3:mulliken_charge:R:1
Y 0.4990 1.2598 -0.7807 0.17
O 4.5341 -0.7596 -1.2492 -0.83
C 3.3192 -0.6763 -1.0684 -0.26
O 2.6282 0.3837 -0.8931 -0.43
C 2.5064 -1.9784 -1.0484 0.52
C 1.2472 -1.8333 -1.9126 -0.45
C 0.5985 -3.1949 -2.1779 -1.00
C -0.0195 -3.5188 -0.7897 -1.04
C 0.3615 -2.2661 0.0097 -0.21
O 0.3077 -1.2440 -0.9874 0.15
C 1.8598 -2.3162 0.3517 0.23
C 2.2316 -1.3546 1.4636 -0.54
O 3.0962 -1.6098 2.2552 -0.61
O 1.5171 -0.1903 1.4951 -0.11
H 3.1580 -2.7778 -1.3902 0.33
H 1.3619 -1.1844 -2.7734 0.54
H -0.1787 -3.0979 -2.9363 0.30
H 1.3282 -3.9325 -2.5139 0.43
H -1.1031 -3.6120 -0.8483 0.31
H 0.3865 -4.4242 -0.3354 0.42
H -0.3038 -2.0240 0.8306 0.61
H 2.1749 -3.2924 0.7081 0.64
O -1.1662 0.6172 0.8748 0.95
C -2.4171 0.9060 1.1098 -0.01
C -2.8191 1.3911 2.3804 -1.03
C -4.1435 1.5998 2.7168 -0.79
C -5.1552 1.3670 1.7925 -0.88
C -4.7860 0.9788 0.5144 -0.60
C -3.4566 0.7771 0.1433 0.65
C -3.1608 0.5037 -1.2669 -0.08
N -2.1412 -0.1542 -1.7598 0.23
C -2.2935 -0.1282 -3.1287 -0.68
C -3.4143 0.5633 -3.4667 -0.91
N -3.9715 0.9526 -2.2658 -0.04
H -2.0489 1.6426 3.0944 0.34
H -4.3880 1.9616 3.7105 0.38
H -6.1976 1.5068 2.0518 0.35
H -5.5603 0.8096 -0.2291 0.43
H -1.5593 -0.5804 -3.7785 0.63
H -3.8423 0.8336 -4.4175 0.44
H -4.7065 1.6234 -2.1441 0.28
N 0.0255 1.8708 -4.8803 -0.74
C 0.9406 1.8040 -3.7975 0.73
O 0.5331 0.9937 -2.8427 0.52
C 2.1031 2.4858 -3.8125 -1.42
I -1.2131 3.5045 -1.3727 -0.63
H -0.9006 1.6981 -4.5067 0.24
H 0.0414 2.7914 -5.2953 0.25
H 2.3463 3.1420 -4.6415 0.18
H 2.7989 2.4024 -2.9883 0.29
O 0.7406 2.4247 1.0969 -0.38
N 1.8841 2.9168 0.7741 1.15
O 2.6822 3.2729 1.6249 -0.72
O 2.0945 3.0004 -0.4648 -0.51
Te 0.2662 0.1920 3.0379 0.61
C 1.5960 -0.4299 4.5977 -0.12
C 2.9030 -0.1578 4.8779 -0.20
C 3.3379 -0.6901 6.1271 -0.53
C 2.3504 -1.3556 6.7922 -0.49
S 0.9069 -1.3663 5.8713 -0.19
H 3.5416 0.3922 4.1969 0.45
H 4.3467 -0.5769 6.5082 0.33
H 2.3921 -1.8420 7.7566 0.35
```

Computed properties:
**HOMO**: -1.90 eV
**2S+1**: 1
**Orbital gap**: 5.71 eV
**Total energy**: -77920.62438 eV
**Net charge**: -2
**Relative energy (zero: lowest compared OMol25 entry of this formula, charge and spin)**: 74.13 kcal per mole

DFT (the ωB97M-V functional and the def2-TZVPD basis) results for C6H13FMnN2O2S as an isolated structure at a distorted geometry.

```
26
Properties=species:S:1:pos:R:3:lowdin_spin:R:1
C -2.8814 0.0386 0.6534 0.00
C -1.7664 -0.2525 -0.3606 0.00
C -1.5710 1.0122 -1.1951 0.03
C -0.5732 -0.8464 0.4130 0.00
N 0.8297 -0.5722 -0.0730 0.07
C 1.5109 0.7010 0.3215 0.03
C 2.6026 0.6137 1.3867 0.01
N 2.3874 1.3403 2.3827 0.00
S 1.5429 -1.6054 -1.0865 0.00
O 2.8031 -0.9910 -1.3802 0.04
O 0.6276 -1.7220 -2.1925 0.05
F 1.6438 -2.9178 -0.3849 0.00
H -2.5750 0.7789 1.3971 0.00
H -3.1800 -0.8664 1.1854 0.00
H -3.7726 0.4162 0.1514 0.00
H -2.1248 -1.0352 -1.0341 0.00
H -1.5571 1.9360 -0.6133 0.00
H -0.6067 1.0500 -1.7917 0.02
H -2.3259 1.0830 -1.9779 0.00
H -0.5538 -0.5144 1.4536 0.00
H -0.6760 -1.9325 0.4393 0.00
H 0.7307 1.3647 0.6958 0.00
H 1.9778 1.2095 -0.5675 0.01
H 3.4501 -0.0439 1.1821 0.00
H 3.1163 1.2970 3.0967 0.00
Mn 0.9409 0.4587 -2.1013 4.72
```

Computed properties:
**HOMO (alpha / beta)**: -17.62 / -17.64 eV
**Expectation value of S²**: 8.75
**2S+1**: 6
**Orbital gap (alpha / beta)**: 7.83 / 7.74 eV
**Total energy**: -58359.80620 eV
**Net charge**: +2

DFT (the ωB97M-V functional and the def2-TZVPD basis) results for a 2-piece molecular cluster, C3H7Cl2NO2S overall at a distorted geometry.

```
16
Properties=species:S:1:pos:R:3:mulliken_charge:R:1
C 1.0577 -1.4897 -0.1483 -0.68
C -0.2694 0.0416 -1.5122 -0.97
C -0.8839 -0.3950 0.6951 -0.08
N -0.1552 -0.7092 -0.2773 0.15
O -1.4104 2.3641 0.8890 -0.50
O 0.2059 0.7701 1.8377 -0.44
S -0.1931 2.2581 1.6734 0.65
Cl -1.1436 -1.6056 1.9407 -0.14
Cl 1.3157 2.8306 0.1337 -0.35
H 0.9083 -1.8914 0.8789 0.20
H 1.3043 -2.0537 -1.0148 0.34
H 2.0432 -0.8088 -0.1098 0.29
H 0.6211 0.4991 -1.8159 0.36
H -0.5699 -0.7892 -2.2977 0.33
H -1.0620 0.7580 -1.5553 0.36
H -1.7688 0.2208 0.6827 0.47
```

Computed properties:
**HOMO**: -9.45 eV
**2S+1**: 1
**Orbital gap**: 9.82 eV
**Total energy**: -44687.90839 eV
**Net charge**: 0
**Relative energy (zero: lowest compared OMol25 entry of this formula, charge and spin)**: 12.77 kcal per mole

DFT (the ωB97M-V functional and the def2-TZVPD basis) results for a 4-piece molecular cluster, C2H12N2O3 overall at a distorted geometry.

```
19
Properties=species:S:1:pos:R:3:lowdin_spin:R:1
C 0.5046 -1.9400 -1.8000 0.08
N 0.7563 -3.1791 0.6946 0.03
C -0.5236 -3.1779 -0.0118 0.06
N -0.7404 -2.5928 -1.0979 0.00
H 0.1845 -1.8219 -2.8561 0.01
H 0.8275 -1.0876 -1.2634 0.03
H 1.1733 -2.7949 -1.8425 0.01
H 1.6585 -2.9798 0.1137 0.03
H 0.8142 -3.8794 1.4703 0.02
H -1.3543 -3.4195 0.7414 0.01
H 1.9138 4.4808 -4.7138 0.02
H 1.2713 4.7923 -3.2008 0.02
O 2.0679 4.4240 -3.7292 0.08
H -5.3837 3.7416 1.9050 0.01
H -4.7799 4.7388 2.8234 0.01
O -5.4280 3.9170 2.8550 0.04
H 3.4392 -0.1449 3.5680 0.12
H 2.8096 1.1011 2.7897 0.08
O 3.0387 0.2070 2.6441 0.35
```

Computed properties:
**HOMO (alpha / beta)**: 1.22 / -6.33 eV
**Expectation value of S²**: 0.75
**2S+1**: 2
**Orbital gap (alpha / beta)**: 1.65 / 9.14 eV
**Total energy**: -11388.07604 eV
**Net charge**: -1
**Relative energy (zero: lowest compared OMol25 entry of this formula, charge and spin)**: 59.04 kcal per mole

Please write out number 6 again, unchanged.
DFT (the ωB97M-V functional and the def2-TZVPD basis) results for C6H13FMnN2O2S as an isolated structure at a distorted geometry.

```
26
Properties=species:S:1:pos:R:3:lowdin_spin:R:1
C -2.8814 0.0386 0.6534 0.00
C -1.7664 -0.2525 -0.3606 0.00
C -1.5710 1.0122 -1.1951 0.03
C -0.5732 -0.8464 0.4130 0.00
N 0.8297 -0.5722 -0.0730 0.07
C 1.5109 0.7010 0.3215 0.03
C 2.6026 0.6137 1.3867 0.01
N 2.3874 1.3403 2.3827 0.00
S 1.5429 -1.6054 -1.0865 0.00
O 2.8031 -0.9910 -1.3802 0.04
O 0.6276 -1.7220 -2.1925 0.05
F 1.6438 -2.9178 -0.3849 0.00
H -2.5750 0.7789 1.3971 0.00
H -3.1800 -0.8664 1.1854 0.00
H -3.7726 0.4162 0.1514 0.00
H -2.1248 -1.0352 -1.0341 0.00
H -1.5571 1.9360 -0.6133 0.00
H -0.6067 1.0500 -1.7917 0.02
H -2.3259 1.0830 -1.9779 0.00
H -0.5538 -0.5144 1.4536 0.00
H -0.6760 -1.9325 0.4393 0.00
H 0.7307 1.3647 0.6958 0.00
H 1.9778 1.2095 -0.5675 0.01
H 3.4501 -0.0439 1.1821 0.00
H 3.1163 1.2970 3.0967 0.00
Mn 0.9409 0.4587 -2.1013 4.72
```

Computed properties:
**HOMO (alpha / beta)**: -17.62 / -17.64 eV
**Expectation value of S²**: 8.75
**2S+1**: 6
**Orbital gap (alpha / beta)**: 7.83 / 7.74 eV
**Total energy**: -58359.80620 eV
**Net charge**: +2